Here is 2 unconnected molecules or ions with the total composition C5H10N2O from the OMol25 dataset. Energies are from ωB97M-V/def2-TZVPD.

Its relative energy (zero: lowest compared OMol25 entry of this formula, charge and spin) is 80.6 kcal/mol. The value obtained for the HOMO energy is -9.04 eV. The SMILES is [H]/N=C\C=O.CC(C)=N.

ORCA input file:
```
! wB97M-V def2-TZVPD RIJCOSX def2/J DEFGRID3
* xyz 0 1
H -0.7634 -0.3303 -2.6956
N -0.2923 0.5750 -2.6763
C 0.5030 0.7311 -1.7201
C 1.2542 -0.5511 -1.0249
O 0.8183 -1.6704 -1.1877
H 1.1654 1.5925 -1.7130
H 2.3430 -0.3975 -0.9077
C -1.3215 0.9902 0.9027
C 0.0027 0.0204 0.9065
C -0.2765 -1.3575 1.3802
N 1.1715 0.5051 0.7840
H -1.1668 2.0042 0.5410
H -1.5149 1.0695 1.9716
H -2.1565 0.4745 0.4336
H 0.6147 -1.8072 1.8131
H -1.1075 -1.3817 2.0790
H -0.5221 -1.9697 0.5086
H 1.2486 1.5028 0.6050
*
```

Partial atomic charges computed with the Löwdin method, in multiples of e: number 1, H, carries 0.0587; number 2, N, carries 0.1100; number 3, C, carries -0.2140; number 4, C, carries -0.3320; number 5, O, carries -0.0120; number 6, H, carries 0.0903; number 7, H, carries 0.1210; number 8, C, carries -0.0083; number 9, C, carries -0.4231; number 10, C, carries -0.0402; number 11, N, carries 0.0967; number 12, H, carries 0.0654; number 13, H, carries 0.0680; number 14, H, carries 0.0724; number 15, H, carries 0.0953; number 16, H, carries 0.0863; number 17, H, carries 0.0833; number 18, H, carries 0.0824

=====

Here is 2 unconnected molecules or ions with the total composition C4H12BrNO from the OMol25 dataset. Energies are from ωB97M-V/def2-TZVPD.

Its relative energy (zero: lowest compared OMol25 entry of this formula, charge and spin) is 46.3 kcal/mol. The value obtained for the HOMO energy is -5.76 eV.

ORCA input file:
```
! wB97M-V def2-TZVPD RIJCOSX def2/J DEFGRID3
* xyz 0 1
C 0.6760 -1.8012 -0.1342
C 0.1209 -0.3890 -0.4581
C -0.7178 0.1761 0.7456
O -1.5009 1.3097 0.3861
C -2.0924 1.9086 1.5171
N 1.2058 0.4993 -0.9489
H 1.6963 0.9415 -0.1848
H 1.7982 -0.1572 -1.4369
H 0.9094 1.1823 -1.6313
H -0.1536 -2.3658 0.2913
H 1.5440 -1.7508 0.5233
H 1.0214 -2.3510 -1.0097
H -0.5056 -0.4069 -1.3498
H -0.1560 0.3835 1.6564
H -1.4981 -0.5488 0.9776
H -1.5111 2.8046 1.7349
H -2.2666 1.3262 2.4218
H -3.1335 2.1631 1.3185
Br 4.5636 -2.9243 -4.4190
*
```

Partial atomic charges computed with the Löwdin method, in multiples of e: number 1, C, carries -0.0157; number 2, C, carries -0.2869; number 3, C, carries -0.1702; number 4, O, carries -0.1860; number 5, C, carries -0.1110; number 6, N, carries 0.2420; number 7, H, carries 0.1754; number 8, H, carries 0.1649; number 9, H, carries 0.1764; number 10, H, carries 0.0938; number 11, H, carries 0.0959; number 12, H, carries 0.0987; number 13, H, carries 0.1578; number 14, H, carries 0.1342; number 15, H, carries 0.1345; number 16, H, carries 0.0949; number 17, H, carries 0.0920; number 18, H, carries 0.0929; number 19, Br, carries -0.9835

=====

Here is a molecular structure, CH10O3S2 from the OMol25 dataset. Energies are from ωB97M-V/def2-TZVPD.

Its relative energy (zero: lowest compared OMol25 entry of this formula, charge and spin) is 22.6 kcal/mol. The value obtained for the HOMO energy (spin up / spin down) is -4.23 / -4.22 eV.

ORCA input file:
```
! wB97M-V def2-TZVPD RIJCOSX def2/J DEFGRID3
* xyz -1 2
C -0.1828 -0.4074 -0.1163
S -1.6148 -0.9485 0.8753
S -2.7727 0.6134 0.9905
H 0.4704 -1.2668 -0.2568
H -0.5525 0.0117 -1.0464
H 0.3472 0.3399 0.4698
H -0.1557 1.1032 3.1651
H -3.9640 -0.0012 -2.1246
H -2.9086 0.6288 -1.2412
O -3.0974 0.4200 -2.1722
H 2.6977 1.5304 -0.5744
H 2.7731 -0.2999 -0.0203
O 2.2087 0.7065 -0.5760
H 0.1420 0.6940 2.6224
H 3.4358 -1.8203 -0.3795
O 3.1736 -1.3038 0.3847
*
```

Partial atomic charges computed with the Löwdin method, in multiples of e: number 1, C, carries -0.4528; number 2, S, carries 0.3228; number 3, S, carries 0.0895; number 4, H, carries 0.0346; number 5, H, carries 0.0299; number 6, H, carries -0.0070; number 7, H, carries 0.0429; number 8, H, carries 0.0248; number 9, H, carries -0.1195; number 10, O, carries -0.1184; number 11, H, carries -0.0704; number 12, H, carries -0.0716; number 13, O, carries -0.3701; number 14, H, carries 0.0200; number 15, H, carries -0.0553; number 16, O, carries -0.2995